The following is a quantum chemistry calculation of a cluster of 2 separate species, C25H27N5O3 in total, from the OMol25 dataset.

Element x y z (Å)
C  -0.1316  1.5859  -0.3871
N  -0.9643  1.9821  0.7365
C  -2.3461  1.9182  0.7642
O  -3.0808  1.5465  -0.1359
N  -2.7985  2.4801  1.9222
C  -1.7227  3.0436  2.5503
N  -1.7630  3.7835  3.6549
C  -0.5795  4.2306  4.1167
C  0.6562  3.9803  3.4786
C  1.9079  4.5148  4.0382
C  2.9083  5.0351  3.1994
C  4.0918  5.5541  3.7362
C  4.2933  5.5510  5.1190
C  3.3086  5.0341  5.9645
C  2.1223  4.5239  5.4273
C  0.6558  3.2168  2.3007
C  -0.5667  2.7353  1.8395
H  -0.4957  0.6467  -0.8159
H  0.9023  1.4347  -0.0632
H  -0.1502  2.3586  -1.1618
H  -3.7287  2.8640  1.9940
H  -0.5899  4.8276  5.0234
H  2.7637  5.0588  2.1238
H  4.8544  5.9607  3.0786
H  5.2134  5.9494  5.5365
H  3.4628  5.0288  7.0395
H  1.3729  4.1208  6.1019
H  1.5765  2.9919  1.7715
C  -2.5015  -1.4985  -3.2563
N  -2.5911  -1.9048  -1.8543
C  -1.6507  -2.4128  -1.0500
O  -1.9328  -2.5228  0.1365
C  -0.2190  -2.7269  -1.5691
C  -0.0541  -4.0615  -2.3320
C  -0.6260  -4.1069  -3.7356
C  -0.0705  -3.3030  -4.7511
C  -0.5985  -3.3443  -6.0541
C  -1.6749  -4.1992  -6.3490
C  -2.2179  -5.0173  -5.3430
C  -1.6934  -4.9729  -4.0390
N  0.8033  -2.6315  -0.5092
C  0.9334  -3.4460  0.5430
C  1.8891  -2.9837  1.6189
O  0.3735  -4.5265  0.6588
H  -2.6601  -2.3587  -3.9079
H  -3.2796  -0.7626  -3.4667
H  -1.5359  -1.0432  -3.4741
H  -3.4581  -1.7046  -1.3760
H  0.0218  -1.9396  -2.2782
H  -0.4990  -4.8634  -1.7415
H  1.0108  -4.2831  -2.4189
H  0.7669  -2.6567  -4.5324
H  -0.1700  -2.7286  -6.8325
H  -2.0785  -4.2363  -7.3513
H  -3.0374  -5.6846  -5.5705
H  -2.1118  -5.6055  -3.2681
H  1.3558  -1.7936  -0.4864
H  1.9714  -3.7662  2.3723
H  2.8672  -2.7925  1.1839
H  1.4949  -2.0804  2.0799

Its multiplicity is 1. As for the SMILES: Cn1c(=O)[nH]c2ncc(-c3ccccc3)cc21.CNC(=O)[C@H](Cc1ccccc1)NC(C)=O. Its total charge is 0. As for the frontier orbital gap: 0.3118 hartree. The calculation puts the energy above the lowest of the compared OMol25 structures with the same formula, charge and spin at 39.9 kJ/mol.